Entry 1:
Computed, not measured: a molecular structure, C27H41AsCl2F3N6O3S3SeSr in a non-equilibrium geometry, with ωB97M-V/def2-TZVPD.

Values from the calculation:
frontier orbital gap	5.28	eV
relative energy (zero: lowest compared OMol25 entry of this formula, charge and spin)	38.8	kcal per mole
largest force on an atom	1.9	eV/Å
charge	-1

Each line ends with the Löwdin charge.
CARTESIAN COORDINATES (ANGSTROEM)
Sr -0.98 0.12 -2.23  0.87
Se -1.91 -1.58 -0.17  -0.23
As -2.88 1.80 -0.24  0.93
Cl 2.06 1.98 0.15  0.60
Cl -0.15 3.66 1.15  0.55
S 2.46 -2.19 -0.79  0.53
S 0.99 3.05 -3.47  0.44
S -0.12 0.79 3.45  0.95
F 1.53 4.82 -1.56  0.09
F 2.16 5.41 -3.54  0.11
F 0.06 5.48 -3.01  0.12
O 2.30 2.49 -3.25  -0.32
O 0.57 3.25 -4.84  -0.30
O -0.06 2.56 -2.59  -0.47
N 2.16 -1.06 -4.15  0.09
N 1.20 -2.62 1.55  0.01
N 0.31 0.21 -4.37  -0.08
N 0.64 -4.04 -0.04  0.00
N 0.34 -1.97 -5.31  -0.05
N 0.29 -0.07 2.21  -0.31
C -3.49 3.68 -0.32  -0.34
C -3.13 1.53 1.68  -0.37
C -0.39 -2.26 6.12  -0.08
C 0.06 -3.35 2.11  -0.19
C -0.68 -0.32 4.76  -0.38
C 0.91 -0.91 -4.63  -0.39
C -1.78 -0.87 -5.01  -0.18
C 3.82 1.38 4.06  -0.07
C 2.67 2.32 5.95  -0.09
C -2.51 -1.12 6.09  -0.08
C 1.61 3.38 1.12  -0.97
C 3.86 2.05 5.27  -0.09
C 1.19 4.77 -2.86  -0.66
C -2.00 -0.20 5.18  -0.08
C 1.46 1.92 5.41  -0.08
C -0.95 -1.75 -5.93  -0.15
C 1.41 -2.95 0.28  -0.94
C 1.44 1.25 4.20  -0.40
C 2.61 0.98 3.51  -0.11
C 3.03 -2.20 -4.36  -0.20
C 2.20 -3.41 -4.76  -0.16
C 0.12 -1.35 5.21  -0.08
C 1.20 -3.01 -5.83  -0.16
C -0.44 -4.19 0.93  -0.25
C -4.57 0.99 -0.82  -0.36
C -1.01 0.45 -4.91  -0.31
C -1.70 -2.15 6.56  -0.09
H -1.48 1.25 -4.32  0.07
H -0.38 0.11 1.46  -0.08
H -2.62 0.59 4.78  0.10
H 2.70 2.85 6.89  0.10
H -5.42 1.51 -0.37  0.01
H -1.36 -3.76 0.53  -0.07
H 4.80 2.37 5.69  0.10
H -2.41 2.13 2.23  -0.03
H 0.44 -4.13 -1.02  0.10
H -1.76 -1.43 -4.06  0.08
H -0.94 0.89 -5.91  0.13
H 2.54 -0.21 -3.76  0.14
H -4.53 -0.06 -0.54  -0.03
H -2.10 -2.87 7.26  0.10
H 3.56 -2.42 -3.43  0.07
H -3.31 4.08 -1.32  0.01
H -4.55 3.76 -0.08  0.01
H 0.38 -3.97 2.95  0.10
H -0.58 -5.24 1.20  0.10
H 1.14 -1.44 4.85  0.12
H 2.55 0.47 2.56  0.08
H 2.85 -4.20 -5.12  0.11
H -4.66 1.06 -1.91  0.01
H -0.83 -1.26 -6.91  0.13
H 1.72 -2.68 -6.74  0.13
H 0.53 2.13 5.94  0.11
H 1.33 -1.65 1.84  0.06
H -1.42 -2.72 -6.09  0.12
H 2.07 4.26 0.69  0.01
H -4.15 1.83 1.96  0.03
H 1.93 3.21 2.14  0.00
H 4.74 1.17 3.52  0.11
H 0.23 -3.08 6.47  0.10
H -0.70 -2.63 2.44  0.07
H -2.97 0.47 1.87  -0.02
H -3.53 -1.04 6.42  0.10
H 1.66 -3.77 -3.88  0.11
H -2.82 -0.78 -5.32  0.12
H 0.57 -3.85 -6.11  0.12
H -2.92 4.28 0.39  -0.01
H 3.77 -1.98 -5.14  0.12

=====

Entry 2:
Computed, not measured: a molecular structure, C27H41BF2N4O4PPdS2 in a non-equilibrium geometry, with ωB97M-V/def2-TZVPD.

Values from the calculation:
2S+1	5
frontier orbital gap (alpha / beta)	6.68 / 3.27	eV
relative energy (zero: lowest compared OMol25 entry of this formula, charge and spin)	4.8	kcal per mole
largest force on an atom	1.8	eV/Å
charge	+3

Each line ends with the Löwdin spin population.
CARTESIAN COORDINATES (ANGSTROEM)
Pd 0.13 -0.98 -0.87  1.28
S 2.06 -1.64 0.78  0.77
S -4.62 1.63 5.36  0.00
P 1.67 0.38 -2.47  0.40
F -1.83 -3.25 -1.54  0.08
F -0.66 -3.62 0.35  0.08
O -0.91 2.29 4.69  0.00
O -4.40 3.03 5.06  0.00
O -4.42 1.10 6.68  0.00
O 1.05 2.36 3.76  0.00
N 1.85 -4.21 1.58  0.03
N -0.13 2.08 3.79  0.00
N -1.93 1.06 2.34  0.01
N -0.68 0.20 0.77  0.16
C 3.26 1.27 -1.99  0.07
C 2.53 -2.21 -3.04  0.02
C 4.54 -4.58 1.88  -0.01
C 0.66 2.19 -4.35  0.01
C -1.93 0.35 1.21  0.02
C 3.65 -5.58 2.23  0.08
C 1.74 -1.05 -3.68  0.04
C 0.26 -1.44 -3.80  0.09
C 2.89 2.14 -0.78  0.01
C 3.68 2.14 -3.18  0.04
C -3.16 -0.17 0.54  0.01
C -3.15 1.54 3.06  0.00
C -0.66 1.86 -2.36  0.02
C 2.29 -5.37 2.06  0.05
C 2.68 -3.18 1.24  0.06
C -0.28 3.11 -4.80  0.01
C 4.34 0.25 -1.63  0.01
C -0.62 1.37 2.62  0.01
C 4.05 -3.37 1.39  0.12
C -1.60 2.77 -2.82  0.00
C 0.48 1.56 -3.12  0.05
C -3.46 0.73 4.30  0.00
C 0.15 0.84 1.66  0.02
C 2.34 -0.71 -5.05  0.02
C -6.24 1.19 4.79  0.00
C -7.26 1.64 5.83  0.00
C -1.40 3.39 -4.04  0.00
B -0.94 -2.82 -0.70  0.30
H 1.99 2.74 -0.96  0.00
H 3.59 -2.00 -2.97  0.00
H 3.99 -0.51 -0.93  0.01
H 3.84 1.57 -4.09  0.00
H -0.81 1.39 -1.39  0.01
H -2.47 3.00 -2.22  0.00
H -0.12 3.60 -5.75  0.00
H 4.00 -6.52 2.63  0.00
H 4.73 -2.56 1.13  0.00
H -2.59 0.64 4.95  0.00
H 3.71 2.85 -0.60  0.00
H 1.53 1.99 -4.96  0.00
H 3.38 -0.40 -4.99  0.00
H 4.75 -0.23 -2.52  0.00
H -3.79 0.64 0.17  0.00
H 1.76 0.04 -5.58  0.00
H -8.26 1.42 5.47  0.00
H 2.15 -2.46 -2.04  0.02
H 0.85 -4.09 1.43  0.00
H 0.14 -2.45 -4.20  0.00
H -7.20 2.72 6.00  0.00
H 2.41 -3.10 -3.66  0.00
H -2.14 4.10 -4.41  0.00
H -0.19 -1.43 -2.77  0.05
H -2.88 -0.80 -0.30  0.01
H 5.17 0.79 -1.15  0.00
H 1.22 0.89 1.58  0.00
H 1.54 -6.11 2.30  0.00
H 2.31 -1.62 -5.66  0.01
H -0.32 -0.74 -4.40  0.00
H -7.12 1.12 6.77  0.00
H -3.89 -0.26 4.10  0.00
H 4.63 2.60 -2.90  0.01
H -2.98 2.58 3.34  0.00
H 2.75 1.55 0.12  0.00
H -6.22 0.10 4.66  0.00
H -3.76 -0.77 1.24  0.00
H -3.98 1.52 2.35  0.00
H 2.97 2.94 -3.38  0.00
H -6.34 1.71 3.83  0.00
H 5.60 -4.73 2.01  0.00

=====

Entry 3:
Computed, not measured: a molecular structure, C27H41BGdN8O5 in a non-equilibrium geometry, with ωB97M-V/def2-TZVPD.

Values from the calculation:
2S+1	8
frontier orbital gap (alpha / beta)	7.90 / 4.70	eV
relative energy (zero: lowest compared OMol25 entry of this formula, charge and spin)	28.9	kcal per mole
largest force on an atom	3.1	eV/Å
charge	+1

Each line ends with the Löwdin spin population.
CARTESIAN COORDINATES (ANGSTROEM)
Gd -13.58 -9.61 7.19  6.83
O -11.82 -7.72 4.08  0.01
O -12.81 -9.60 5.07  0.02
O -14.28 -5.63 6.41  0.02
O -14.68 -7.80 7.00  0.03
O -15.94 -9.28 4.83  0.00
N -14.30 -8.75 12.36  0.00
N -12.21 -10.41 9.04  0.02
N -15.00 -11.19 7.92  0.04
N -12.08 -6.69 8.81  0.00
N -10.38 -4.43 9.69  0.00
N -14.98 -9.75 11.67  0.00
N -15.10 -11.26 9.35  0.01
N -12.75 -10.23 10.30  0.01
C -16.48 -8.56 12.89  0.00
C -16.35 -9.63 12.03  0.00
C -15.17 -7.98 12.97  0.00
C -11.91 -10.90 11.21  0.00
C -15.88 -13.20 8.50  0.00
C -15.64 -12.56 5.98  0.00
C -16.12 -8.72 2.46  0.00
C -15.11 -7.04 4.69  0.00
C -15.16 -9.22 3.57  0.00
C -14.81 -6.68 13.54  0.00
C -10.87 -11.49 10.44  0.00
C -15.50 -12.35 7.43  0.00
C -11.02 -4.45 8.28  0.00
C -11.42 -6.66 10.09  0.00
C -17.43 -10.54 11.61  0.00
C -16.45 -7.87 4.70  0.00
C -12.76 -8.48 4.34  0.00
C -10.26 -11.46 7.90  0.00
C -14.67 -6.78 6.15  0.00
C -11.08 -11.15 9.10  0.00
C -15.25 -13.13 11.02  0.00
C -14.16 -8.05 3.88  0.00
C -17.03 -7.75 3.26  0.00
C -15.45 -12.52 9.67  0.00
C -11.16 -5.25 10.67  0.00
C -11.28 -5.91 7.84  0.00
C -12.16 -10.94 12.66  0.00
B -14.38 -10.10 10.25  0.00
H -13.08 -10.39 12.83  0.00
H -15.29 -6.60 14.53  0.00
H -10.03 -12.07 10.79  0.00
H -14.78 -10.20 3.31  0.00
H -10.59 -10.86 7.06  0.00
H -17.18 -7.60 5.47  0.00
H -12.09 -4.69 10.88  0.00
H -15.50 -8.22 1.67  0.00
H -14.47 -13.85 10.96  0.00
H -9.18 -11.19 8.00  0.00
H -17.01 -6.71 2.91  0.00
H -10.59 -5.30 11.65  0.00
H -12.26 -11.95 12.98  0.00
H -10.29 -12.51 7.65  0.00
H -11.93 -3.87 8.34  0.00
H -15.21 -6.07 4.18  0.00
H -18.34 -10.33 12.20  0.00
H -9.38 -4.74 9.67  0.00
H -16.49 -13.20 5.71  0.00
H -13.04 -6.32 8.79  0.00
H -10.31 -3.94 7.57  0.00
H -18.10 -8.04 3.27  0.00
H -10.48 -7.19 9.95  0.00
H -17.14 -11.55 11.80  0.00
H -11.35 -10.45 13.21  0.00
H -10.34 -3.44 9.99  0.00
H -14.48 -9.14 9.49  0.00
H -14.74 -13.00 5.53  0.00
H -16.43 -14.15 8.46  0.00
H -16.15 -13.67 11.32  0.00
H -15.23 -5.91 12.91  0.00
H -17.60 -10.46 10.52  0.00
H -17.38 -8.19 13.35  0.00
H -10.34 -6.46 7.74  0.00
H -13.74 -6.53 13.56  0.00
H -11.98 -7.23 10.85  0.00
H -13.97 -7.57 2.91  0.00
H -16.63 -9.51 1.90  0.00
H -14.94 -12.41 11.79  0.00
H -15.80 -11.60 5.46  0.00
H -11.79 -5.92 6.86  0.00

=====

Entry 4:
Computed, not measured: 2 unconnected molecules or ions with the total composition C27H41BrF3N4O7 in a non-equilibrium geometry, with ωB97M-V/def2-TZVPD.

Values from the calculation:
frontier orbital gap	6.87	eV
largest force on an atom	1.1	eV/Å
charge	+1

Each line ends with the Löwdin charge.
CARTESIAN COORDINATES (ANGSTROEM)
Br -0.92 -5.06 -1.58  0.72
F -4.03 -0.52 -0.38  0.12
F -4.45 -1.36 2.97  0.09
F -5.10 -2.24 0.48  0.16
O -1.30 -1.19 -1.31  0.05
O 6.85 -1.48 4.86  0.13
O 3.56 3.14 3.27  0.28
O -5.25 3.03 -5.23  -0.19
O 5.50 -2.32 3.34  0.01
O -0.33 -2.33 0.36  0.13
O -3.42 2.01 -3.16  -0.19
N 0.01 3.00 3.63  0.05
N 1.47 2.21 0.96  0.04
N 2.14 3.39 1.36  0.17
N 4.49 0.98 0.62  0.07
C -0.36 3.15 2.21  -0.18
C -0.07 -2.87 -3.27  -0.11
C 4.16 -2.14 2.87  -0.21
C 4.11 -2.31 1.36  -0.16
C 2.12 1.33 0.18  -0.09
C -2.04 -2.38 -1.66  -0.18
C -4.23 -1.26 0.70  -0.29
C 2.62 -2.42 0.96  -0.19
C -1.30 -3.40 -2.55  -0.67
C -5.67 4.04 -4.34  -0.11
C 2.25 -0.82 -1.07  -0.09
C -0.49 0.89 1.02  -0.04
C 1.49 0.16 -0.21  -0.05
C 2.83 3.26 2.39  -0.23
C 2.39 -2.28 -0.54  -0.16
C -3.84 2.95 -5.36  -0.21
C -3.27 1.80 -4.55  -0.20
C 0.20 2.04 1.37  -0.10
C 0.17 -0.05 0.22  0.05
C -4.50 1.29 -2.60  -0.11
C -0.53 -1.31 -0.24  -0.46
C -2.31 -0.56 2.22  -0.06
C 5.75 -1.86 4.60  -0.52
C 4.66 -1.83 5.64  0.01
C 3.52 1.69 -0.26  -0.16
C -1.92 0.77 1.51  -0.07
C -3.69 -1.05 1.90  -0.19
H -0.81 2.85 4.21  0.08
H -5.12 4.01 -3.40  0.08
H -1.44 3.22 2.12  0.12
H 4.02 0.73 1.48  0.06
H -5.55 5.03 -4.80  0.09
H -2.19 1.73 -4.75  0.12
H -2.01 -3.70 -3.31  0.08
H 0.63 -3.70 -3.42  0.07
H 3.80 -1.13 3.12  0.11
H 4.56 -3.28 1.16  0.13
H 3.66 2.77 -0.25  0.12
H -0.35 -2.49 -4.25  0.09
H -2.57 0.97 0.65  0.13
H -5.41 1.40 -3.19  0.09
H 5.25 1.61 0.84  0.09
H -2.14 1.56 2.21  0.10
H 1.70 -0.87 -2.02  0.11
H 0.47 -2.11 -2.73  0.03
H -3.73 0.86 -4.85  0.13
H -3.62 2.77 -6.42  0.13
H -1.57 -1.34 2.10  0.11
H 2.01 -1.75 1.57  0.10
H 3.64 1.37 -1.29  0.11
H 3.28 -2.68 -1.03  0.13
H 3.80 -1.24 5.36  0.07
H 1.57 -2.90 -0.85  0.08
H 4.29 -2.83 5.88  0.10
H 0.02 4.11 1.86  0.12
H 4.62 -1.50 0.85  0.09
H 5.08 -1.39 6.54  0.09
H -2.89 -2.02 -2.23  0.13
H -2.44 -2.87 -0.79  0.10
H 3.51 -2.90 3.31  0.14
H 2.32 -3.43 1.23  0.12
H -3.37 3.89 -5.08  0.13
H 3.24 -0.47 -1.32  0.10
H -4.68 1.67 -1.60  0.09
H -2.33 -0.36 3.29  0.13
H 0.67 2.25 3.78  0.07
H -6.73 3.88 -4.13  0.09
H -4.24 0.23 -2.53  0.07

=====

Entry 5:
Computed, not measured: a molecular structure, C27H41CoNO3PS4Si in a non-equilibrium geometry, with ωB97M-V/def2-TZVPD.

Values from the calculation:
2S+1	5
frontier orbital gap (alpha / beta)	8.36 / 6.21	eV
relative energy (zero: lowest compared OMol25 entry of this formula, charge and spin)	17.2	kcal per mole
largest force on an atom	1.3	eV/Å

Each line ends with the natural charge from an NBO analysis.
CARTESIAN COORDINATES (ANGSTROEM)
Co -0.74 1.32 -1.37  1.30
S 0.27 -3.70 -3.16  -0.61
S -0.75 -0.64 -2.53  -0.65
S -1.66 5.24 -2.96  -0.09
S -2.47 2.50 -2.16  -0.20
P -0.69 -2.57 -1.87  1.72
Si 1.88 1.25 -0.11  1.59
O -2.17 4.46 -0.50  -0.52
O -0.13 -2.57 -0.38  -0.87
O -2.19 -3.02 -1.52  -0.87
N -0.90 1.16 0.77  -0.54
C -4.46 -2.38 -1.81  -0.62
C -1.84 1.86 2.98  -0.42
C -1.66 -0.13 0.78  -0.26
C 3.11 -1.15 0.72  -0.15
C 3.31 2.29 0.55  -0.39
C 3.10 3.56 1.09  -0.23
C 0.51 1.09 1.27  -0.67
C 3.63 -2.13 -1.81  -0.20
C -3.12 -3.01 -3.83  -0.66
C 4.63 1.86 0.40  -0.21
C 2.93 -0.95 -1.66  -0.18
C 2.65 -0.44 -0.39  -0.51
C -1.67 2.19 1.49  -0.23
C 4.16 4.35 1.51  -0.20
C -0.11 -3.66 0.60  0.13
C 1.10 2.15 -1.55  -1.20
C -2.06 4.15 -1.80  0.00
C -2.04 0.35 3.21  -0.41
C 3.83 -2.33 0.57  -0.24
C -1.99 5.81 -0.10  -0.27
C 4.08 -2.82 -0.70  -0.20
C -3.35 -3.26 -2.35  0.13
C -0.45 -5.04 0.07  -0.65
C -2.63 -0.28 1.96  -0.43
C 5.46 3.89 1.38  -0.20
C -1.03 -3.26 1.73  -0.62
C 5.70 2.65 0.81  -0.21
H 4.19 -2.86 1.44  0.21
H 6.29 4.51 1.70  0.21
H -2.24 -0.21 -0.14  0.21
H -0.70 -2.32 2.18  0.20
H -1.02 -4.03 2.50  0.22
H 0.67 1.92 1.95  0.23
H -0.94 -0.95 0.78  0.25
H -3.58 0.20 1.73  0.20
H 4.83 0.89 -0.04  0.22
H 0.67 0.17 1.83  0.23
H 2.09 3.94 1.19  0.20
H -0.23 -5.78 0.84  0.22
H -4.05 -3.20 -4.37  0.22
H -2.82 -1.98 -4.00  0.23
H -2.11 5.82 0.98  0.19
H -4.20 -1.33 -1.97  0.21
H -2.06 -3.14 1.36  0.21
H 0.14 -5.27 -0.81  0.25
H -2.35 -3.68 -4.22  0.24
H -2.83 -1.34 2.11  0.23
H 3.97 5.33 1.93  0.21
H 1.04 3.23 -1.40  0.25
H -1.51 -5.11 -0.19  0.22
H -5.39 -2.60 -2.32  0.21
H 0.92 -3.66 0.95  0.19
H -1.17 3.15 1.38  0.21
H 2.59 -0.41 -2.54  0.22
H 2.93 -0.76 1.72  0.20
H -2.64 2.27 1.00  0.22
H -3.61 -4.31 -2.19  0.18
H -1.09 -0.13 3.44  0.20
H -2.72 2.41 3.34  0.22
H -2.70 0.18 4.07  0.22
H -2.73 6.45 -0.57  0.21
H -1.00 6.17 -0.37  0.20
H 4.63 -3.75 -0.82  0.22
H 6.71 2.28 0.69  0.21
H -0.99 2.21 3.56  0.21
H 3.82 -2.52 -2.80  0.22
H -4.60 -2.55 -0.74  0.21
H 1.54 1.95 -2.53  0.25

=====

Entry 6:
Computed, not measured: a molecular structure, C27H41IrNP2 in a non-equilibrium geometry, with ωB97M-V/def2-TZVPD.

Values from the calculation:
2S+1	6
frontier orbital gap (alpha / beta)	4.34 / 5.92	eV
relative energy (zero: lowest compared OMol25 entry of this formula, charge and spin)	80.1	kcal per mole
largest force on an atom	6.2	eV/Å
charge	+2

Each line ends with the Löwdin spin population.
CARTESIAN COORDINATES (ANGSTROEM)
Ir 0.38 -2.04 -0.53  1.09
P -1.27 0.39 -1.98  0.02
P -1.55 -1.67 -0.11  0.34
N 2.16 -1.90 0.44  0.40
C 1.44 -3.62 2.02  0.08
C -2.93 1.78 -0.31  0.05
C -1.40 4.84 -1.32  0.73
C 4.71 1.45 0.54  0.11
C 3.75 -0.48 1.64  0.11
C -2.19 -2.35 1.46  0.05
C 3.82 1.27 -0.52  0.00
C -3.75 2.85 0.39  0.03
C 4.12 -4.15 2.65  -0.01
C 0.04 -3.72 -1.54  0.08
C 0.59 0.17 3.10  0.00
C 2.95 0.18 -0.55  0.08
C 2.46 -2.96 1.32  0.07
C -3.80 4.18 -0.43  0.12
C -0.21 4.10 -0.74  0.13
C -0.61 2.73 -0.14  0.03
C 3.09 -4.67 3.45  0.12
C 1.76 -4.40 3.13  0.00
C -2.70 1.25 -3.05  0.02
C -0.03 1.10 -3.11  0.00
C 4.66 0.57 1.64  -0.01
C 2.95 -0.76 0.49  0.05
C -2.58 5.02 -0.70  0.72
C 3.82 -3.31 1.58  0.09
C -1.73 2.01 -0.87  0.07
C -2.77 -1.98 -1.43  0.08
C -2.21 -1.21 -2.63  0.03
H 0.57 3.98 -1.51  0.01
H -2.75 -3.27 1.23  0.01
H 5.17 -4.37 2.86  0.00
H 2.28 -0.02 -1.39  0.01
H -1.32 -2.56 2.10  0.00
H 0.92 -4.39 -1.46  0.02
H -4.33 3.95 -1.37  0.03
H -1.11 5.55 -2.13  0.05
H 3.82 1.95 -1.37  0.00
H -0.44 1.24 -4.12  0.00
H -3.68 0.92 -2.68  0.00
H 0.94 -4.81 3.72  0.00
H -1.45 -1.78 -3.19  0.00
H 1.38 -0.04 3.83  0.00
H 5.44 2.27 0.53  0.01
H 3.33 -5.33 4.27  0.01
H -2.84 -3.07 -1.62  0.01
H -2.81 6.08 -0.51  0.06
H 0.05 -3.25 -2.55  0.03
H -3.77 -1.59 -1.14  0.01
H -3.51 0.87 -0.55  0.00
H 0.83 0.43 -3.17  0.00
H -2.62 0.93 -4.10  0.00
H 1.09 0.76 2.33  0.00
H -4.79 2.48 0.49  0.00
H 0.24 4.71 0.08  0.03
H 3.67 -1.10 2.54  0.00
H -2.68 2.34 -3.03  0.01
H -3.04 -1.00 -3.32  0.00
H 0.42 -3.48 1.66  0.00
H 0.18 -0.75 2.66  0.00
H -4.46 4.88 0.10  0.00
H -3.39 3.02 1.41  0.00
H -0.91 -4.26 -1.38  0.00
H -0.90 2.90 0.91  0.00
H -0.23 0.74 3.56  0.00
H 0.33 2.08 -2.78  0.00
H 4.60 -2.87 0.94  0.00
H 5.37 0.70 2.46  0.00
H 0.29 2.08 -0.09  0.00
H -2.85 -1.58 1.89  0.00